(1)
This record from OMol25 describes a cluster of 2 separate species, C7H10 in total. The level of theory is the ωB97M-V functional and the def2-TZVPD basis.

Each line ends with the Mulliken charge.
Positions of all 17 atoms, in Å:
H (1.59, -0.63, -2.45)  0.230
H (-2.28, -0.03, -0.76)  0.229
C (1.07, 1.48, 2.07)  -0.528
H (-0.30, -1.45, 1.26)  0.164
C (0.86, -0.01, -1.94)  -0.785
C (-0.75, -1.83, -0.91)  -0.594
C (-1.34, -0.48, -0.48)  -0.380
H (1.55, 1.92, 0.06)  0.163
C (-0.09, -0.58, -1.22)  0.678
H (2.06, 1.14, 2.34)  0.238
H (-1.16, -2.57, -1.58)  0.246
H (0.94, 1.07, -2.05)  0.311
C (-1.10, -1.57, 0.52)  -0.342
H (0.31, 1.46, 2.85)  0.253
C (0.80, 1.91, 0.84)  -0.381
H (-1.98, -2.08, 0.90)  0.256
H (-0.20, 2.24, 0.55)  0.242

The HOMO energy comes out at -8.506 eV. Its total charge is 0. As for the SMILES: C=C1[C@H]2C[C@@H]12.C=C. Its orbital gap is 9.641 eV. The spin multiplicity is 1.

(2)
This record from OMol25 describes the molecule C2H6O4 in a non-equilibrium geometry. The level of theory is the ωB97M-V functional and the def2-TZVPD basis.

Each line ends with the Mulliken charge.
Positions of all 12 atoms, in Å:
H (1.64, 0.37, 1.23)  0.243
H (-1.51, -1.58, -0.92)  0.401
H (-1.01, -0.25, 1.39)  0.317
O (0.84, 0.51, -0.68)  -0.245
H (2.59, -0.42, -0.06)  0.234
H (-1.92, 0.93, -0.99)  0.267
O (0.00, -0.63, -0.50)  -0.339
H (2.48, 1.38, 0.03)  0.225
C (-1.26, -0.28, 0.33)  0.286
O (-1.82, 0.90, -0.03)  -0.428
O (-1.96, -1.39, -0.01)  -0.495
C (1.95, 0.43, 0.19)  -0.467

The HOMO energy comes out at -10.350 eV. Its total charge is 0. As for the SMILES: COOC(O)O. Its orbital gap is 11.188 eV. The spin multiplicity is 1.

(3)
This record from OMol25 describes the molecule C5H8S in a non-equilibrium geometry. The level of theory is the ωB97M-V functional and the def2-TZVPD basis.

Each line ends with the Mulliken charge.
Positions of all 14 atoms, in Å:
H (-1.84, 1.32, 0.97)  0.352
C (-1.81, -0.61, -0.26)  -0.727
C (-1.34, 0.39, 0.82)  -0.463
H (0.54, -2.24, 0.24)  0.348
H (-2.51, -0.15, -0.95)  0.243
C (-0.29, -0.61, -0.81)  0.488
S (1.43, 1.28, 0.44)  -0.315
C (0.09, 0.44, 0.23)  -0.109
H (1.50, -1.58, -1.02)  0.383
H (0.14, -2.60, -1.48)  0.363
C (0.51, -1.86, -0.78)  -1.453
H (-2.18, -1.59, 0.05)  0.319
H (-1.23, 0.00, 1.81)  0.230
H (-0.24, -0.20, -1.83)  0.339

The HOMO energy comes out at -8.484 eV. Its total charge is 0. As for the SMILES: C[C@H]1CCC1=S. Its orbital gap is 8.570 eV. The spin multiplicity is 1.

(4)
This record from OMol25 describes a cluster of 2 separate species, C3H2F3N in total in a non-equilibrium geometry. The level of theory is the ωB97M-V functional and the def2-TZVPD basis.

Each line ends with the Mulliken charge.
Positions of all 9 atoms, in Å:
C (0.93, 2.41, -0.61)  -0.369
F (-1.47, -0.12, 0.54)  -0.194
C (0.64, -0.94, 0.48)  -0.065
F (-0.82, -1.14, -1.33)  -0.200
H (1.33, 1.80, 0.17)  0.172
F (-1.40, -2.16, 0.41)  -0.233
C (-0.76, -1.08, -0.02)  0.968
N (1.70, -0.95, 0.93)  -0.271
H (-0.14, 2.17, -0.57)  0.193

The HOMO energy (alpha / beta) comes out at -10.064 / -10.072 eV. Its total charge is 0. Its orbital gap (alpha / beta) is 8.942 / 8.929 eV. The spin multiplicity is 1.

(5)
This record from OMol25 describes the ion C9H20NSi with charge +1 in a non-equilibrium geometry. The level of theory is the ωB97M-V functional and the def2-TZVPD basis.

Each line ends with the Mulliken charge.
Positions of all 31 atoms, in Å:
C (-0.94, -0.08, -1.35)  -0.362
H (-1.54, 1.31, -0.60)  0.289
C (0.19, 1.76, 0.13)  -0.329
H (1.31, 0.60, -1.26)  0.445
C (2.81, -0.67, 1.23)  -1.102
C (-2.80, -1.14, -2.75)  -1.749
H (0.38, 0.06, 2.92)  0.375
C (-0.04, -0.81, 2.41)  -1.320
H (-1.52, 1.13, 1.14)  0.313
H (0.54, -3.31, 0.86)  0.266
Si (1.01, -1.00, 0.74)  0.435
H (-0.12, -1.59, 3.16)  0.402
C (0.51, 0.39, -0.49)  0.363
C (0.71, -2.76, -0.11)  -0.901
C (-1.69, -0.71, -2.07)  0.352
H (2.96, -0.08, 2.17)  0.348
H (-3.51, -1.39, -2.15)  0.440
H (-0.01, 3.88, -0.24)  0.379
H (-1.11, -0.58, 2.32)  0.383
H (-0.24, -2.74, -0.74)  0.174
H (-2.68, -2.06, -3.25)  0.419
H (-2.82, -0.33, -3.47)  0.337
H (-1.66, 2.85, 0.40)  0.419
H (3.63, -1.43, 1.42)  0.359
H (0.80, 1.74, 0.99)  0.280
H (3.26, 0.16, 0.60)  0.342
H (0.15, 3.06, -1.76)  0.315
H (1.63, 3.38, -0.70)  0.443
C (0.63, 3.10, -0.71)  -1.327
H (1.52, -3.35, -0.63)  0.336
N (-1.28, 1.79, 0.34)  -0.120

The HOMO energy comes out at -13.298 eV. Its total charge is +1. As for the SMILES: CC#C[C@@H]([C@@H](C)[NH3+])[Si](C)(C)C. Its orbital gap is 10.245 eV. The spin multiplicity is 1.

(6)
This record from OMol25 describes the molecule C4H5N in a non-equilibrium geometry. The level of theory is the ωB97M-V functional and the def2-TZVPD basis.

Each line ends with the Mulliken spin population.
Positions of all 10 atoms, in Å:
H (-0.26, 1.95, -0.26)  0.016
C (0.74, 0.03, -0.42)  0.790
N (-2.42, -0.49, -0.20)  0.055
C (-0.36, 0.99, 0.17)  0.016
H (0.46, -1.43, 1.02)  0.020
H (0.90, 0.21, -1.44)  0.034
H (1.87, -1.62, -0.32)  0.021
C (1.02, -1.09, 0.14)  1.028
H (-0.29, 1.08, 1.35)  0.011
C (-1.66, 0.36, -0.02)  0.010

The HOMO energy (alpha / beta) comes out at -5.979 / -11.539 eV. Its total charge is 0. Its orbital gap (alpha / beta) is 6.918 / 8.879 eV. The spin multiplicity is 3.

Going through the records in order, we get energy relative to the best compared isomer or geometry (same formula, charge and spin) values of 93.0; 84.0; 23.8; 86.7; 107.5; 46.3 kcal/mol.
Going through the records in order, we get DFT total energy values of -272.569758; -380.641548; -593.450343; -469.666650; -698.778708; -209.940857 Eh.